Entry 1:
Computed, not measured: the ion C29H46F3OSi4 with charge +1, with the ωB97M-V functional and the def2-TZVPD basis.

```
83
Properties=species:S:1:pos:R:3:forces:R:3
C -0.987 1.199 -0.875 0.252 -1.767 -1.194
Si -0.229 1.452 0.925 0.075 0.633 1.038
C 0.374 0.409 2.638 0.101 -1.408 0.604
C -0.325 3.268 1.407 -0.105 0.192 -0.017
Si -0.488 -1.725 -0.086 -0.730 0.465 0.889
Si -1.953 -2.339 -1.797 -0.604 0.449 -1.068
C -0.815 -2.555 -3.283 -0.109 -0.003 0.126
C -2.856 -3.918 -1.315 0.211 -0.087 0.273
C -3.298 -1.058 -2.130 0.071 -0.032 -0.131
Si 0.907 -3.518 0.452 1.311 -0.550 0.644
C 2.323 -3.548 -0.789 -0.153 0.102 0.015
C 1.537 -3.270 2.206 -0.053 0.002 0.017
C -0.045 -5.146 0.399 -0.427 0.260 -0.189
O -1.560 -1.507 1.312 -0.418 0.770 -0.727
C -2.235 -0.499 1.765 1.009 -0.467 0.372
C -1.817 0.906 1.619 -4.398 0.128 1.136
C -3.097 1.673 1.068 -0.491 0.035 -0.339
C -4.418 1.283 1.731 -0.064 0.216 0.107
C -4.627 -0.225 1.797 -0.599 0.582 -0.225
C -3.453 -0.853 2.531 0.369 -0.408 0.492
H -1.261 2.216 -1.193 0.171 -0.123 0.349
H -0.294 0.795 -1.621 -0.343 0.342 -0.055
H -1.889 0.576 -0.943 0.306 0.385 0.038
H 0.799 1.184 3.286 -0.065 -0.017 -0.344
H -0.404 -0.113 3.218 0.207 0.266 -0.117
H 1.131 -0.358 2.433 -0.026 0.351 0.230
H 0.635 3.778 1.256 -0.310 -0.069 0.069
H -1.098 3.793 0.830 0.187 0.031 0.220
H -0.570 3.336 2.477 -0.006 0.166 -0.227
H -1.446 -2.673 -4.177 0.247 -0.016 0.146
H -0.165 -1.680 -3.430 -0.192 -0.198 -0.002
H -0.181 -3.447 -3.183 -0.146 0.183 -0.080
H -3.737 -4.008 -1.968 0.242 0.046 0.140
H -2.240 -4.816 -1.434 -0.208 0.198 0.050
H -3.210 -3.871 -0.275 0.020 -0.092 -0.243
H -4.069 -1.542 -2.751 0.186 0.126 0.163
H -3.791 -0.708 -1.211 0.119 -0.050 -0.250
H -2.913 -0.193 -2.684 -0.136 -0.173 0.170
H 2.836 -4.518 -0.711 -0.116 0.243 -0.050
H 1.974 -3.422 -1.823 0.149 -0.071 0.184
H 3.052 -2.757 -0.568 -0.161 -0.188 -0.079
H 1.692 -4.260 2.661 0.013 0.273 -0.060
H 2.497 -2.736 2.209 -0.242 -0.061 0.051
H 0.820 -2.717 2.828 0.221 -0.161 -0.083
H 0.602 -5.931 0.817 -0.058 0.277 -0.098
H -0.958 -5.098 1.009 0.196 -0.092 -0.136
H -0.325 -5.437 -0.621 0.095 0.010 0.249
H -1.796 1.298 2.660 -0.225 -0.450 -0.261
H -2.943 2.752 1.197 0.135 -0.365 0.015
H -3.202 1.510 -0.009 0.008 0.025 0.247
H -4.437 1.690 2.751 -0.107 -0.082 -0.098
H -5.243 1.749 1.177 0.151 -0.039 0.157
H -5.567 -0.451 2.313 0.238 -0.102 -0.075
H -4.703 -0.647 0.784 -0.019 0.043 0.204
H -3.579 -1.938 2.639 0.261 0.274 -0.074
H -3.336 -0.397 3.528 -0.206 -0.121 -0.215
F 2.133 3.224 -5.684 0.282 -1.066 0.373
C 2.492 1.986 -5.234 0.252 0.102 -0.912
F 1.764 1.073 -5.957 0.616 0.674 0.485
F 3.807 1.804 -5.574 -1.159 0.082 0.228
C 2.272 1.815 -3.756 0.033 -0.115 -0.381
C 2.670 0.629 -3.144 -0.029 0.126 0.154
C 2.469 0.465 -1.774 -0.200 0.060 -0.085
C 1.854 1.471 -1.018 -0.327 -0.056 0.744
C 1.514 1.224 0.496 5.538 1.023 -2.687
C 2.609 2.072 1.296 -0.154 -0.489 -0.053
C 3.093 1.637 2.545 -0.234 0.254 0.053
C 3.851 2.474 3.368 0.237 0.093 -0.315
C 4.310 3.707 2.892 -0.312 -0.084 -0.062
C 3.978 4.087 1.590 -0.079 -0.387 0.122
C 3.148 3.276 0.807 0.004 0.149 0.164
C 1.488 2.664 -1.661 -0.014 -0.014 -0.207
C 1.673 2.831 -3.031 0.050 0.007 0.575
H 3.135 -0.160 -3.730 -0.027 0.155 0.072
H 2.797 -0.459 -1.290 -0.108 0.285 -0.106
H 1.771 0.168 0.656 -0.122 0.079 -0.046
H 2.848 0.640 2.907 0.011 0.377 -0.027
H 4.083 2.157 4.386 0.104 0.003 -0.362
H 4.918 4.358 3.521 -0.190 -0.211 -0.166
H 4.352 5.023 1.171 -0.071 -0.287 0.129
H 2.954 3.614 -0.209 -0.046 -0.094 0.405
H 1.040 3.486 -1.097 -0.005 -0.379 -0.135
H 1.357 3.748 -3.520 0.117 -0.164 0.078
```
Forces are in eV/Å.

Values from the calculation:
- Charge: +1
- E_LUMO: -5.752 eV
- Frontier orbital gap: 4.514 eV

Atomic partial charges in e from the Mulliken method, atoms 1 to 8: number 1, C, carries -0.698; number 2, Si, carries 1.985; number 3, C, carries -1.136; number 4, C, carries -1.615; number 5, Si, carries 0.181; number 6, Si, carries 0.753; number 7, C, carries -1.091; number 8, C, carries -1.113

---

Entry 2:
Computed, not measured: a structure of composition C29H47BF4N4Pt, with the ωB97M-V functional and the def2-TZVPD basis.

```
86
Properties=species:S:1:pos:R:3:forces:R:3
Pt -0.612 -1.248 -0.496 1.402 2.616 0.015
C -2.574 -4.358 1.025 -0.398 -0.363 0.402
C -1.785 -2.372 0.457 -1.272 -1.119 0.599
N -1.439 -3.616 0.872 -0.347 1.171 -0.343
H -4.700 -3.637 0.816 -0.194 -0.607 0.136
N -3.137 -2.291 0.503 1.257 0.042 0.145
H -2.471 -5.401 1.262 -0.480 -0.074 0.018
C -0.238 -0.880 -2.450 -0.235 -0.483 0.432
C 0.482 0.247 -2.839 -0.364 -0.361 -1.306
C 0.587 0.505 -4.219 0.018 -0.142 0.726
C -0.004 -0.340 -5.165 0.102 0.095 0.627
C -0.679 -1.481 -4.734 -0.081 -0.358 0.823
C -0.797 -1.784 -3.364 0.674 1.316 -0.906
H 0.914 0.868 -2.055 0.009 0.144 -0.565
H 1.129 1.380 -4.551 0.099 0.166 -0.165
H -1.125 -2.151 -5.455 -0.030 -0.049 -0.210
H -1.302 -2.660 -2.975 -0.061 0.021 -0.344
C 0.083 -0.005 -6.621 -0.013 0.083 -0.051
H -0.296 -0.848 -7.203 0.089 0.162 -0.177
H 1.120 0.210 -6.901 -0.135 -0.061 -0.140
H -0.517 0.887 -6.843 0.074 -0.137 -0.123
C 0.003 -3.909 1.030 -0.098 0.464 -0.319
C 0.244 -5.280 1.624 0.235 -0.162 0.002
C 0.665 -3.766 -0.326 0.637 -0.203 -0.740
H -0.123 -6.083 0.981 -0.075 0.054 0.034
H 1.332 -5.399 1.707 -0.195 -0.054 0.025
H -0.174 -5.379 2.629 -0.102 0.024 -0.069
H 1.679 -2.920 1.931 -0.120 -0.166 0.186
H 0.190 -2.838 2.930 0.076 -0.086 0.006
H 0.594 -2.708 -0.750 0.234 -1.527 0.444
C 0.586 -2.824 1.912 0.440 0.568 0.674
H 0.222 -4.452 -1.051 0.192 -0.036 -0.028
H 1.740 -3.935 -0.207 -0.026 -0.331 -0.092
H 0.406 -1.798 1.537 -0.032 -0.500 0.103
C -3.638 -3.530 0.805 -0.043 -0.105 0.274
C -3.543 -0.399 -1.020 -0.066 0.272 -0.922
H -4.021 -1.007 -1.797 0.023 0.095 0.027
H -3.952 0.622 -1.042 -0.066 -0.232 -0.086
C -3.785 -0.964 0.365 0.324 0.184 -0.386
H -3.647 0.957 1.324 -0.059 -0.200 0.023
C -5.273 -1.044 0.632 -0.298 0.130 0.027
H -5.507 -1.463 1.614 0.051 -0.039 -0.051
H -2.455 -0.310 -1.253 -0.951 -0.091 0.183
H -2.075 0.245 0.995 -0.356 -0.266 0.117
H -5.798 -1.596 -0.153 0.064 -0.088 0.135
H -5.647 -0.013 0.611 -0.022 -0.220 0.026
C -3.102 0.001 1.318 0.066 0.538 0.573
H -3.030 -0.379 2.337 -0.173 0.070 -0.193
C 3.456 3.573 1.714 -1.400 0.223 -0.503
N 3.288 2.550 0.779 2.845 -1.076 0.962
H 1.969 5.150 2.246 0.157 0.489 0.177
N 1.558 3.818 0.616 -2.316 2.980 0.949
H 4.233 3.539 2.432 0.575 0.192 0.377
C 3.878 1.212 0.797 -0.301 0.414 0.491
C 5.333 1.247 0.379 0.229 -0.187 -0.255
C 3.740 0.660 2.204 -0.136 -0.481 0.159
H 5.936 1.810 1.098 -0.008 0.011 -0.112
H 5.694 0.214 0.353 0.154 0.100 0.023
H 5.453 1.672 -0.623 -0.025 0.038 0.159
H 3.392 -0.656 -0.135 0.047 0.009 -0.131
H 3.044 0.758 -1.170 0.078 -0.059 0.112
H 2.681 0.663 2.500 0.300 0.040 0.058
C 3.036 0.377 -0.145 -0.255 -0.473 0.007
H 4.346 1.229 2.920 -0.140 -0.154 -0.060
H 4.078 -0.381 2.185 0.052 0.031 0.263
H 2.003 0.353 0.228 0.122 -0.025 -0.159
C 2.358 4.385 1.615 0.364 -1.625 -0.562
C -0.591 3.772 1.731 -0.287 -0.213 0.069
H -0.304 4.517 2.488 -0.186 -0.230 -0.126
H -1.674 3.816 1.548 0.108 0.092 0.263
C 0.123 4.034 0.412 0.308 -0.230 0.423
H -1.406 3.026 -0.716 0.169 0.022 -0.089
C -0.141 5.449 -0.071 -0.185 0.104 -0.279
H 0.404 5.656 -1.002 -0.043 -0.007 0.215
H -0.349 2.763 2.095 -0.067 0.368 -0.018
H -0.062 1.995 -0.225 -0.115 0.151 -0.126
H 0.145 6.176 0.697 -0.037 -0.008 -0.167
H -1.216 5.544 -0.274 0.185 0.153 0.075
C -0.315 2.996 -0.603 -0.399 -0.277 -0.092
H 0.156 3.139 -1.582 -0.079 0.021 0.153
C 2.227 2.840 0.021 0.143 -0.504 -2.209
F 0.283 0.457 2.209 -0.390 -0.144 1.034
B -0.207 0.250 3.599 -0.056 0.035 -1.526
F -0.408 1.540 4.132 0.049 -0.641 0.190
F -1.421 -0.489 3.527 0.796 0.408 0.467
F 0.753 -0.504 4.272 -0.030 0.295 0.222
```
Forces are in eV/Å.

Values from the calculation:
- Charge: -2
- E_LUMO (alpha / beta): 4.260 / 3.735 eV
- Multiplicity: 5
- Frontier orbital gap (alpha / beta): 2.224 / 5.598 eV
- <S²>: 6.014

Atomic partial charges in e from the Mulliken method, atoms 1 to 8: number 1, Pt, carries -1.960; number 2, C, carries -0.045; number 3, C, carries 2.052; number 4, N, carries -0.608; number 5, H, carries 0.349; number 6, N, carries -1.002; number 7, H, carries 0.135; number 8, C, carries -1.469